(1)
DFT (the ωB97M-V functional and the def2-TZVPD basis) results for a single C5H7NO2 molecule at a distorted geometry.

```
15
Properties=species:S:1:pos:R:3:forces:R:3:lowdin_charge:R:1
C 0.701657 0.738043 0.136510 5.369 -1.223 -1.409 -0.470
C -1.619685 -0.041967 -0.105680 2.013 -0.628 0.197 -0.296
C 2.286284 0.194805 -0.156202 -2.899 1.549 1.051 -0.056
C -2.352170 -1.003650 0.441068 0.791 0.185 -0.063 0.079
C 2.649738 -1.064601 -0.283970 -0.098 -0.090 -0.172 -0.015
O -0.055464 -0.260305 -0.239222 -5.983 -0.068 0.220 0.033
O -2.087125 1.136548 -0.580753 0.947 -0.285 -0.405 0.063
N 0.579426 1.912290 0.507111 -0.281 1.024 0.517 0.159
H -3.008661 1.038681 -0.856929 0.149 -0.110 0.107 0.127
H -0.349959 2.302159 0.604007 -0.239 -0.291 -0.010 0.053
H 2.954758 1.044369 -0.141641 0.171 -0.086 0.069 0.078
H -1.882333 -1.833169 0.936151 0.131 -0.257 -0.233 0.068
H -3.431027 -0.951701 0.452603 0.003 0.221 0.069 0.069
H 1.924186 -1.863645 -0.333694 -0.095 -0.040 0.165 0.054
H 3.690374 -1.347857 -0.379360 0.020 0.098 -0.104 0.054
```
Forces are in eV/Å.

Calculated values
**Orbital gap**: 10.18 eV
**Total energy**: -10880.5035 eV
**HOMO energy**: -9.8 eV
**LUMO energy**: 0.40 eV
**Net charge**: 0
**Multiplicity**: 1

(2)
DFT (the ωB97M-V functional and the def2-TZVPD basis) results for a single C3H5PS molecule at a distorted geometry.

```
10
Properties=species:S:1:pos:R:3:forces:R:3:lowdin_charge:R:1
C -1.482665 0.114153 1.807356 4.766 -1.665 0.513 -0.181
C 0.087981 0.226049 -0.464543 -1.946 -0.341 -2.734 -1.171
C 1.354451 -0.101415 -1.197068 1.730 -0.646 0.789 -0.268
P 0.379852 0.069617 1.238538 -5.425 0.542 3.346 0.877
S -1.316273 0.545980 -1.339473 1.671 -0.132 0.992 0.596
H -1.815139 -0.204303 2.821020 0.880 0.768 -0.286 -0.008
H -2.298687 -0.085044 1.169281 -0.546 0.418 -1.377 -0.066
H 1.484953 0.690364 -1.941712 0.455 -0.377 0.021 0.066
H 2.223964 -0.134105 -0.412906 -1.175 0.299 -1.638 0.059
H 1.381563 -1.121296 -1.680493 -0.410 1.135 0.373 0.095
```
Forces are in eV/Å.

Calculated values
**Orbital gap (spin up / spin down)**: 6.68 / 6.69 eV
**Total energy**: -23312.5035 eV
**HOMO energy (spin up / spin down)**: -8.5 / -8.5 eV
**LUMO energy (spin up / spin down)**: -1.86 / -1.84 eV
**Net charge**: 0
**Multiplicity**: 1

(3)
DFT (the ωB97M-V functional and the def2-TZVPD basis) results for a 2-piece molecular cluster, CHF3O2P overall at a distorted geometry.

```
8
Properties=species:S:1:pos:R:3:forces:R:3:lowdin_charge:R:1
C -1.896578 0.366864 0.191669 0.857 -1.169 -0.183 -0.588
O -0.371064 2.163223 0.755078 0.164 1.626 1.252 -0.294
O 0.305605 0.962532 -1.408108 0.486 -0.227 -1.862 -0.348
F -1.923099 -1.380933 -0.820125 0.279 -0.927 -0.500 -0.319
F -2.750597 1.048424 -0.492921 -1.488 1.459 -1.404 0.087
F -2.354174 0.146813 1.396231 -0.220 -0.111 1.939 0.065
P -0.142574 0.924389 -0.031598 -1.801 1.876 -1.267 0.393
H 0.614153 0.150122 0.659932 1.723 -2.528 2.025 0.005
```
Forces are in eV/Å.

Calculated values
**Orbital gap (spin up / spin down)**: 6.57 / 6.37 eV
**Total energy**: -22586.8719 eV
**HOMO energy (spin up / spin down)**: -2.2 / -5.9 eV
**LUMO energy (spin up / spin down)**: 4.38 / 0.48 eV
**Net charge**: -1
**Expectation value of S²**: 2.01
**Multiplicity**: 3

(4)
DFT (the ωB97M-V functional and the def2-TZVPD basis) results for C13H26PdS4 as an isolated structure at a distorted geometry.

```
44
Properties=species:S:1:pos:R:3:forces:R:3:lowdin_charge:R:1
Pd -0.742700 0.488148 -0.005558 0.538 0.555 -0.700 0.287
C -3.186144 -1.454043 0.580074 0.185 -0.261 0.474 -0.513
C -3.765840 -0.151955 1.132145 -0.596 1.028 -1.746 -0.495
S -2.715465 1.315326 0.840258 -0.259 0.711 -0.486 0.786
C -2.252616 1.976545 2.465475 0.225 -0.852 0.737 -0.488
C -0.720113 2.048428 2.692907 -0.390 0.315 0.868 -0.512
S 0.137796 0.487396 2.337892 1.041 0.897 0.477 0.790
C 1.888753 1.027987 2.110794 -0.159 0.018 0.902 -0.501
C 2.742159 0.029505 1.355948 2.141 1.351 1.664 -0.465
S 2.140543 -1.011918 -0.095611 0.006 -2.944 -0.095 0.930
C 0.968907 -2.435790 0.562823 0.572 -0.223 -2.311 -0.428
C -0.449981 -2.688763 0.149107 -2.006 -0.770 0.387 -0.485
S -1.491695 -1.577740 1.196639 -0.318 -1.327 -0.530 0.777
H -3.234881 -1.485759 -0.491254 0.084 -0.038 -0.542 0.072
H -3.695806 -2.305450 1.011378 -0.635 -0.078 -0.143 0.065
H -3.888212 -0.236363 2.193774 -0.718 0.099 0.484 0.063
H -4.648530 0.252285 0.510327 0.691 -1.479 1.514 0.095
H -2.744577 1.342081 3.228596 0.288 0.310 -0.292 0.084
H -2.720936 2.959355 2.507289 0.289 0.061 0.195 0.069
H -0.497183 2.353888 3.734018 -0.349 -0.135 -0.362 0.084
H -0.330336 2.828684 2.061473 0.326 0.196 -0.433 0.064
H 2.304967 1.066801 3.116256 0.020 0.365 0.127 0.062
H 1.866095 2.032379 1.705053 0.014 0.111 -0.320 0.069
H 3.158512 -0.709288 2.127868 -0.599 0.716 -1.376 0.093
H 3.614416 0.586124 0.911674 -0.663 -0.548 0.532 0.084
H 1.022840 -2.243253 1.614030 0.127 -0.166 0.850 0.032
H 1.510299 -3.340717 0.234614 0.210 0.545 0.527 0.073
H -0.717022 -3.710282 0.499419 0.164 0.291 -0.382 0.073
H -0.718014 -2.631026 -0.925238 0.437 0.304 0.672 0.074
C 0.349431 1.512421 -2.813499 -0.341 -1.201 -0.140 -0.073
C 1.116964 0.230781 -2.347303 -0.108 0.651 0.411 -0.703
C 0.460559 -1.012490 -2.930429 0.315 0.205 -1.402 -0.080
C 2.545491 0.375619 -2.824877 -1.078 0.539 -1.913 -0.093
C 1.143129 0.191423 -0.830342 -1.255 1.594 0.625 -0.612
H 0.548466 1.630032 -3.895258 -0.325 0.089 0.382 0.084
H 0.694711 2.401031 -2.292467 0.072 0.068 0.102 0.070
H -0.744488 1.381096 -2.628981 0.670 0.224 -0.197 0.069
H 0.411632 -0.879756 -4.037927 0.165 -0.304 0.545 0.093
H -0.563951 -1.152171 -2.620954 -0.372 0.139 0.415 0.053
H 1.016970 -1.928538 -2.704231 0.037 0.146 -0.015 0.078
H 2.503786 0.354586 -3.921650 0.384 -0.155 -0.021 0.086
H 3.142832 -0.412926 -2.471049 1.001 -0.914 0.401 0.037
H 2.938968 1.345501 -2.575994 0.320 0.368 0.442 0.082
H 1.600260 1.150814 -0.467201 -0.152 -0.499 -0.329 0.068
```
Forces are in eV/Å.

Calculated values
**Orbital gap (spin up / spin down)**: 3.72 / 6.64 eV
**Total energy**: -60717.4483 eV
**HOMO energy (spin up / spin down)**: -3.3 / -6.5 eV
**LUMO energy (spin up / spin down)**: 0.42 / 0.12 eV
**Net charge**: 0
**Expectation value of S²**: 2.01
**Multiplicity**: 3

(5)
DFT (the ωB97M-V functional and the def2-TZVPD basis) results for a 2-piece molecular cluster, C3H10N2S2 overall at a distorted geometry.

```
17
Properties=species:S:1:pos:R:3:forces:R:3:lowdin_charge:R:1
C -1.270663 -1.776348 0.121142 1.242 0.108 -1.144 -0.157
N -0.936057 1.076842 0.717583 -0.319 0.098 2.201 0.025
C -2.158508 0.404977 0.546879 0.722 -1.009 -1.352 -0.274
N -2.190322 -0.687825 -0.112443 -1.930 0.487 2.126 -0.040
H -0.666597 -1.972535 -0.799146 -0.114 0.025 0.771 0.074
H -1.916056 -2.657322 0.244045 0.411 0.127 0.216 0.068
H -0.592572 -1.632306 1.014684 -0.657 -0.108 -0.984 0.073
H -0.668156 1.580998 -0.089368 0.490 0.174 -1.131 0.056
H -0.948075 1.758122 1.475314 -0.028 -0.132 -0.080 0.092
H -3.059777 0.852147 0.989395 -0.017 0.204 -0.682 0.110
C 2.251174 0.455412 -1.492194 0.421 -0.345 0.012 -0.492
S 2.361726 1.578026 -0.069448 0.060 -0.320 0.238 0.333
S 2.174171 0.262099 1.541505 -0.654 0.179 -0.850 0.287
H 2.892492 -0.425866 -1.317684 -0.380 0.354 -0.006 0.032
H 2.675818 0.989953 -2.353050 -0.316 -0.049 0.173 0.028
H 1.214381 0.143739 -1.682000 0.366 0.115 0.024 0.021
H 0.837027 0.049882 1.264786 0.704 0.092 0.466 -0.233
```
Forces are in eV/Å.

Calculated values
**Orbital gap**: 9.23 eV
**Total energy**: -27922.3338 eV
**HOMO energy**: -8.7 eV
**LUMO energy**: 0.55 eV
**Net charge**: 0
**Multiplicity**: 1

Question: The lowest net charge belongs to which entry?
Answer: CHF3O2P